Version a
{
  "formula": "C2H5ClN2S",
  "method": "ωB97M-V/def2-TZVPD",
  "elements": ["H", "N", "C", "C", "Cl", "S", "N", "H", "H", "H", "H"],
  "coordinates": [[-2.396, -0.133, 2.455], [-1.454, 0.003, 2.095], [-1.349, -0.007, 0.844], [-0.033, 0.171, 0.231], [-0.342, 2.011, -0.848], [0.394, -0.979, -1.001], [1.986, -0.441, -1.264], [-2.171, -0.141, 0.130], [0.788, 0.445, 0.881], [2.572, -1.218, -1.551], [2.004, 0.289, -1.972]],
  "nbo_charge": [0.351, -0.563, 0.061, -0.269, -0.312, 0.498, -0.975, 0.175, 0.260, 0.386, 0.387],
  "smiles": "[H]/N=C/[C@H](Cl)SN",
  "total_charge": 0,
  "orbital_gap_ev": 8.85,
  "homo_energy_ev": -9.222
}

Version b
{
  "formula": "C2H5ClN2S",
  "method": "ωB97M-V/def2-TZVPD",
  "elements": ["H", "N", "C", "C", "Cl", "N", "S", "H", "H", "H", "H"],
  "coordinates": [[-1.428, 1.584, 0.017], [-0.418, 1.636, 0.088], [0.017, 0.447, -0.152], [1.515, 0.364, -0.066], [2.089, -1.313, 0.037], [-0.770, -0.657, -0.446], [-2.366, -1.082, -0.009], [1.975, 0.831, -0.976], [1.802, 0.945, 0.856], [-0.255, -1.488, -0.672], [-2.162, -1.267, 1.324]],
  "nbo_charge": [0.336, -0.676, 0.401, -0.438, -0.061, -0.780, 0.204, 0.247, 0.262, 0.404, 0.101],
  "smiles": "[H]/N=C(/CCl)NS",
  "total_charge": 0,
  "orbital_gap_ev": 10.18,
  "homo_energy_ev": -9.526
}

Most stable: version b

Version a
{
  "formula": "C3H11NOS",
  "method": "ωB97M-V/def2-TZVPD",
  "elements": ["C", "C", "C", "S", "N", "H", "H", "H", "H", "H", "H", "H", "H", "H", "H", "H", "O"],
  "coordinates": [[1.102, 0.058, -2.099], [0.389, 0.447, -0.800], [1.304, 0.216, 0.412], [0.692, 0.895, 1.989], [-0.883, -0.260, -0.764], [1.995, 0.690, -2.192], [0.457, 0.299, -2.937], [1.373, -0.992, -2.144], [0.196, 1.522, -0.827], [1.499, -0.847, 0.549], [2.213, 0.794, 0.232], [-0.413, 0.136, 2.188], [-1.517, -0.185, 0.018], [-0.794, -1.207, -1.086], [-2.749, -0.304, 3.237], [-2.599, -0.461, 1.683], [-2.265, -0.802, 2.543]],
  "lowdin_spin": [0.003, 0.021, 0.031, 0.282, 0.041, 0.000, 0.001, 0.001, 0.004, 0.005, 0.001, 0.031, 0.058, 0.020, 0.112, 0.104, 0.285],
  "spin_multiplicity": 2,
  "s_squared": 0.750,
  "total_charge": -1,
  "orbital_gap_ev": [2.60, 8.78],
  "homo_energy_ev": [0.745, -5.410]
}

Version b
{
  "formula": "C3H11NOS",
  "method": "ωB97M-V/def2-TZVPD",
  "elements": ["C", "C", "C", "S", "N", "H", "H", "H", "H", "H", "H", "H", "H", "H", "H", "H", "O"],
  "coordinates": [[-0.210, 1.339, 0.368], [0.536, 0.717, -0.832], [1.671, -0.037, -0.259], [2.570, -0.894, -1.576], [-1.622, 1.608, 0.082], [0.209, 2.232, 0.717], [-0.237, 0.642, 1.233], [-0.140, 0.314, -1.593], [0.981, 1.543, -1.454], [1.467, -1.037, 0.216], [2.261, 0.646, 0.414], [3.318, -1.638, -0.750], [-1.794, 2.262, -0.640], [-2.110, 0.722, 0.097], [-2.406, -2.034, 1.315], [-1.834, -3.427, 1.305], [-2.661, -2.961, 1.358]],
  "lowdin_spin": [0.074, 0.051, 0.085, 0.156, 0.037, 0.004, 0.047, 0.017, 0.002, 0.057, 0.010, 0.025, 0.005, 0.047, 0.076, 0.086, 0.221],
  "spin_multiplicity": 2,
  "s_squared": 0.751,
  "total_charge": -1,
  "orbital_gap_ev": [2.35, 8.89],
  "homo_energy_ev": [0.882, -5.538]
}

Most stable: version a

Version a
{
  "formula": "C4H12NO2",
  "method": "ωB97M-V/def2-TZVPD",
  "elements": ["C", "C", "C", "N", "C", "O", "H", "H", "H", "H", "H", "H", "H", "H", "H", "H", "H", "H", "O"],
  "coordinates": [[0.718, -1.597, -0.815], [0.950, -0.735, 0.544], [2.137, 0.260, 0.088], [-0.244, -0.017, 0.818], [-0.432, 1.343, -0.067], [-0.278, 2.399, 0.723], [0.575, -0.811, -1.577], [1.592, -2.219, -0.898], [-0.160, -2.237, -0.816], [1.045, -1.361, 1.400], [3.030, -0.318, -0.399], [1.813, 0.974, -0.647], [2.404, 0.882, 1.065], [-0.311, 0.386, 1.715], [0.110, 1.300, -1.164], [-1.525, 1.395, -0.390], [-2.146, -0.605, -0.470], [-1.829, -1.910, -0.631], [-2.614, -1.270, -0.900]],
  "nbo_charge": [-0.620, -0.026, -0.657, -0.747, 0.131, -0.929, 0.217, 0.188, 0.165, 0.178, 0.176, 0.227, 0.216, 0.372, 0.050, 0.076, 0.484, 0.453, -0.954],
  "total_charge": -1,
  "orbital_gap_ev": 6.69,
  "homo_energy_ev": -2.791
}

Version b
{
  "formula": "C4H12NO2",
  "method": "ωB97M-V/def2-TZVPD",
  "elements": ["C", "N", "C", "C", "C", "O", "H", "H", "H", "H", "H", "H", "H", "H", "H", "H", "H", "H", "O"],
  "coordinates": [[-0.709, 0.929, -1.446], [0.669, 0.653, -1.831], [1.545, 0.640, -0.653], [1.710, -0.722, 0.042], [0.394, -1.306, 0.573], [-0.148, -0.564, 1.566], [-1.464, 0.779, -2.213], [-0.735, 1.983, -1.144], [-1.012, 0.478, -0.507], [0.783, -0.275, -2.217], [1.164, 1.386, 0.045], [2.548, 0.968, -0.942], [2.146, -1.419, -0.690], [2.410, -0.559, 0.866], [-0.280, -1.490, -0.293], [0.639, -2.333, 0.943], [-1.935, -0.088, 1.666], [-2.872, 0.972, 2.211], [-2.849, 0.274, 1.540]],
  "nbo_charge": [-0.434, -0.647, -0.218, -0.434, -0.025, -0.984, 0.179, 0.170, 0.227, 0.335, 0.197, 0.157, 0.155, 0.190, 0.084, 0.087, 0.525, 0.442, -1.005],
  "total_charge": -1,
  "orbital_gap_ev": 7.24,
  "homo_energy_ev": -2.957
}

Version c
{
  "formula": "C4H12NO2",
  "method": "ωB97M-V/def2-TZVPD",
  "elements": ["C", "C", "C", "C", "O", "N", "H", "H", "H", "H", "H", "H", "H", "H", "H", "H", "H", "H", "O"],
  "coordinates": [[1.146, 2.202, -0.042], [0.511, 0.769, 0.341], [0.306, -0.105, -0.939], [-1.142, -0.220, -1.534], [-1.844, -1.233, -0.920], [1.498, 0.099, 1.213], [0.378, 2.872, -0.727], [1.229, 2.609, 0.947], [2.123, 2.013, -0.516], [-0.480, 0.929, 0.654], [0.992, 0.415, -1.762], [0.799, -1.083, -0.771], [-1.741, 0.739, -1.144], [-1.108, -0.500, -2.614], [1.620, 0.641, 2.094], [0.821, -0.648, 1.574], [-1.427, -1.120, 0.042], [-0.302, -1.996, 2.263], [-0.445, -1.447, 1.483]],
  "nbo_charge": [-0.618, -0.035, -0.438, -0.058, -0.790, -0.917, 0.174, 0.190, 0.203, 0.167, 0.162, 0.243, 0.126, 0.160, 0.311, 0.432, 0.533, 0.430, -1.274],
  "total_charge": -1,
  "orbital_gap_ev": 7.92,
  "homo_energy_ev": -3.685
}

Version d
{
  "formula": "C4H12NO2",
  "method": "ωB97M-V/def2-TZVPD",
  "elements": ["C", "C", "C", "N", "C", "O", "H", "H", "H", "H", "H", "H", "H", "H", "H", "H", "H", "H", "O"],
  "coordinates": [[0.605, -1.736, 0.844], [0.314, -0.263, 1.136], [1.596, 0.498, 1.566], [-0.365, 0.379, 0.018], [0.425, 0.495, -1.266], [0.596, 1.755, -1.621], [1.530, -1.898, 0.282], [0.708, -2.286, 1.785], [-0.215, -2.183, 0.284], [-0.380, -0.258, 1.976], [2.048, 0.957, 0.696], [1.309, 1.296, 2.247], [2.282, -0.162, 2.095], [-0.567, 1.343, 0.257], [1.376, -0.079, -1.088], [-0.123, -0.161, -2.008], [-3.188, 0.100, -0.551], [-1.950, -0.706, -0.644], [-2.923, -0.816, -0.666]],
  "nbo_charge": [-0.616, -0.035, -0.642, -0.723, 0.145, -0.941, 0.200, 0.185, 0.212, 0.166, 0.239, 0.189, 0.180, 0.367, 0.045, 0.056, 0.457, 0.503, -0.990],
  "total_charge": -1,
  "orbital_gap_ev": 6.67,
  "homo_energy_ev": -2.667
}

Most stable: version d

Version a
{
  "formula": "C4H12NO2",
  "method": "ωB97M-V/def2-TZVPD",
  "elements": ["C", "N", "C", "O", "H", "H", "H", "H", "H", "H", "C", "O", "C", "H", "H", "H", "H", "H", "H"],
  "coordinates": [[-0.276, -2.109, 0.183], [-0.704, -0.811, -0.394], [-1.196, -1.092, -1.934], [-2.111, -2.015, -1.941], [-0.963, -2.900, -0.142], [-0.205, -2.063, 1.280], [0.731, -2.329, -0.182], [-1.617, -0.581, 0.020], [-0.210, -1.290, -2.440], [-1.528, -0.062, -2.244], [1.447, 1.329, 0.896], [1.361, 0.974, -0.476], [0.412, 2.395, 1.293], [1.377, 0.392, 1.468], [2.450, 1.749, 1.055], [0.512, 0.430, -0.531], [-0.607, 1.984, 1.287], [0.642, 2.822, 2.272], [0.485, 3.176, 0.531]],
  "nbo_charge": [-0.437, -0.746, 0.160, -0.910, 0.212, 0.162, 0.173, 0.339, 0.064, 0.067, -0.058, -0.792, -0.638, 0.154, 0.146, 0.506, 0.208, 0.184, 0.205],
  "total_charge": -1,
  "orbital_gap_ev": 6.84,
  "homo_energy_ev": -3.009
}

Version b
{
  "formula": "C4H12NO2",
  "method": "ωB97M-V/def2-TZVPD",
  "elements": ["C", "C", "N", "C", "C", "O", "H", "H", "H", "H", "H", "H", "H", "H", "H", "H", "H", "H", "O"],
  "coordinates": [[-1.738, -0.187, -0.800], [-0.678, 0.547, -1.641], [0.577, -0.215, -1.763], [1.123, -0.783, -0.118], [1.587, 0.533, 0.585], [1.581, 0.585, 2.000], [-1.778, -1.255, -1.082], [-2.772, 0.175, -0.910], [-1.421, -0.227, 0.244], [-0.976, 0.915, -2.624], [-0.546, 1.445, -0.981], [0.420, -1.146, -1.130], [2.077, -1.221, -0.456], [0.759, -1.415, 0.701], [2.563, 0.725, 0.199], [0.950, 1.344, 0.249], [-1.321, -0.493, 2.849], [0.618, 0.326, 2.195], [-1.023, 0.347, 2.483]],
  "nbo_charge": [-0.656, -0.263, -0.586, -0.413, -0.048, -0.785, 0.168, 0.200, 0.283, 0.192, 0.170, 0.354, 0.200, 0.249, 0.151, 0.157, 0.403, 0.519, -1.296],
  "total_charge": -1,
  "orbital_gap_ev": 7.65,
  "homo_energy_ev": -3.541
}

Version c
{
  "formula": "C4H12NO2",
  "method": "ωB97M-V/def2-TZVPD",
  "elements": ["C", "C", "N", "C", "C", "O", "H", "H", "H", "H", "H", "H", "H", "H", "H", "H", "H", "H", "O"],
  "coordinates": [[0.118, 1.879, -0.478], [-1.245, 1.578, 0.139], [-1.945, 0.530, -0.643], [-0.968, -1.105, -0.571], [-0.033, -1.337, 0.593], [0.907, -2.383, 0.343], [0.997, 1.515, 0.122], [0.223, 1.408, -1.469], [0.312, 2.970, -0.552], [-1.841, 2.467, 0.204], [-0.953, 1.292, 1.223], [-1.968, -0.493, -0.088], [-1.522, -1.963, -0.880], [-0.348, -0.794, -1.396], [-0.498, -1.460, 1.507], [0.520, -0.411, 0.750], [3.747, -0.975, 0.334], [1.691, -1.901, 0.238], [2.806, -0.818, 0.625]],
  "nbo_charge": [-0.651, -0.271, -0.614, -0.366, -0.108, -0.754, 0.247, 0.211, 0.185, 0.197, 0.171, 0.346, 0.213, 0.242, 0.143, 0.212, 0.408, 0.515, -1.327],
  "total_charge": -1,
  "orbital_gap_ev": 7.36,
  "homo_energy_ev": -3.344
}

Most stable: version a

Version a
{
  "formula": "C2H7NO2",
  "method": "ωB97M-V/def2-TZVPD",
  "elements": ["N", "C", "C", "O", "H", "H", "H", "H", "H", "O", "H", "H"],
  "coordinates": [[-0.272, 1.425, -2.210], [-0.300, 0.295, -1.322], [0.728, 0.443, -0.225], [0.993, -0.387, 0.598], [-0.993, 1.408, -2.916], [0.638, 1.562, -2.635], [-1.277, 0.224, -0.834], [-0.098, -0.696, -1.765], [1.287, 1.407, -0.261], [-0.838, -1.480, 2.952], [-0.355, -1.895, 2.223], [-1.575, -1.031, 2.525]],
  "nbo_charge": [-0.839, -0.337, 0.448, -0.521, 0.374, 0.362, 0.218, 0.193, 0.103, -0.939, 0.477, 0.462],
  "smiles": "NCC=O.O",
  "total_charge": 0,
  "orbital_gap_ev": 10.68,
  "homo_energy_ev": -9.903
}

Version b
{
  "formula": "C2H7NO2",
  "method": "ωB97M-V/def2-TZVPD",
  "elements": ["C", "O", "H", "H", "N", "C", "O", "H", "H", "H", "H", "H"],
  "coordinates": [[1.406, 0.812, -1.292], [1.550, -0.320, -0.921], [0.542, 1.417, -1.006], [2.032, 1.262, -2.098], [-0.668, -1.207, 1.319], [-1.071, -0.372, 0.226], [-0.991, 1.048, 0.421], [0.240, -1.649, 1.310], [-0.813, -0.759, 2.212], [-0.582, -0.751, -0.665], [-2.116, -0.609, -0.006], [-0.909, 1.068, 1.382]],
  "nbo_charge": [0.280, -0.521, 0.145, 0.094, -0.855, 0.073, -0.730, 0.382, 0.346, 0.187, 0.136, 0.462],
  "smiles": "C=O.NCO",
  "total_charge": 0,
  "orbital_gap_ev": 10.32,
  "homo_energy_ev": -9.406
}

Most stable: version a

Version a
{
  "formula": "CH2N2O2",
  "method": "ωB97M-V/def2-TZVPD",
  "elements": ["C", "N", "N", "O", "O", "H", "H"],
  "coordinates": [[-0.405, -0.507, -0.257], [0.793, -0.483, 0.352], [-0.183, 0.773, -0.805], [-1.252, -1.340, -0.479], [0.927, 0.865, -0.045], [1.299, -0.914, 1.136], [-1.179, 1.606, 0.098]],
  "nbo_charge": [0.679, -0.377, -0.220, -0.566, -0.221, 0.422, 0.283],
  "total_charge": 0,
  "orbital_gap_ev": 8.91,
  "homo_energy_ev": -9.686
}

Version b
{
  "formula": "CH2N2O2",
  "method": "ωB97M-V/def2-TZVPD",
  "elements": ["C", "N", "N", "O", "O", "H", "H"],
  "coordinates": [[-0.686, 0.199, -0.020], [0.352, -0.729, -0.318], [0.337, 1.228, -0.073], [-1.842, 0.094, 0.268], [1.218, 0.339, -0.502], [0.456, -1.601, -0.955], [0.164, 0.470, 1.600]],
  "nbo_charge": [0.635, -0.399, -0.125, -0.550, -0.160, 0.414, 0.185],
  "total_charge": 0,
  "orbital_gap_ev": [8.87, 8.76],
  "homo_energy_ev": [-9.979, -10.175]
}

Most stable: version a

Version a
{
  "formula": "CH2N2O2",
  "method": "ωB97M-V/def2-TZVPD",
  "elements": ["O", "C", "N", "N", "O", "H", "H"],
  "coordinates": [[0.298, 2.279, -0.008], [-0.032, 1.124, -0.013], [0.974, 0.165, -0.066], [2.241, 0.471, -0.102], [2.955, -0.483, 0.117], [-0.974, 0.615, -0.014], [0.629, -0.848, 0.158]],
  "nbo_charge": [-0.500, 0.523, -0.463, 0.279, -0.346, 0.131, 0.377],
  "smiles": "O=CNN=O",
  "total_charge": 0,
  "orbital_gap_ev": 9.72,
  "homo_energy_ev": -10.078
}

Version b
{
  "formula": "CH2N2O2",
  "method": "ωB97M-V/def2-TZVPD",
  "elements": ["C", "N", "N", "O", "O", "H", "H"],
  "coordinates": [[1.088, -0.067, -0.274], [-2.553, -0.135, 0.084], [-0.026, 0.030, 0.531], [2.232, 0.230, 0.014], [-1.535, -0.188, -0.393], [0.923, -0.552, -1.216], [-0.128, 0.683, 1.254]],
  "nbo_charge": [0.481, 0.228, -0.595, -0.583, -0.001, 0.105, 0.364],
  "total_charge": 0,
  "orbital_gap_ev": [8.23, 8.10],
  "homo_energy_ev": [-9.420, -9.371]
}

Most stable: version a

Version a
{
  "formula": "CH5N3O",
  "method": "ωB97M-V/def2-TZVPD",
  "elements": ["N", "N", "C", "N", "O", "H", "H", "H", "H", "H"],
  "coordinates": [[0.106, 1.742, -1.164], [0.266, 0.431, -0.663], [-0.465, -0.055, 0.262], [-0.039, -1.094, 1.267], [0.906, -2.015, 0.677], [0.357, 1.692, -2.206], [-0.839, 1.866, -1.263], [-1.224, 0.509, 0.984], [-0.772, -1.581, 1.701], [1.703, -1.493, 0.405]],
  "nbo_charge": [-0.603, -0.330, 0.177, -0.325, -0.583, 0.351, 0.329, 0.138, 0.365, 0.481],
  "smiles": "N/N=C/NO",
  "total_charge": 0,
  "orbital_gap_ev": 9.81,
  "homo_energy_ev": -8.772
}

Version b
{
  "formula": "CH5N3O",
  "method": "ωB97M-V/def2-TZVPD",
  "elements": ["N", "N", "C", "N", "O", "H", "H", "H", "H", "H"],
  "coordinates": [[1.181, 0.789, -1.242], [0.135, 0.146, -0.575], [0.370, -0.475, 0.319], [-0.831, -0.969, 1.055], [-2.108, -0.313, 0.785], [0.617, 1.336, -1.916], [1.815, 1.295, -0.611], [1.411, -0.614, 0.540], [-0.640, -0.732, 1.995], [-1.949, -0.462, -0.349]],
  "nbo_charge": [-0.686, -0.316, 0.195, -0.357, -0.555, 0.379, 0.358, 0.161, 0.342, 0.479],
  "smiles": "N/N=C/NO",
  "total_charge": 0,
  "orbital_gap_ev": 9.67,
  "homo_energy_ev": -8.569
}

Most stable: version a